[1]
Formula: ClH3N2S
Source: the OMol25 dataset
Level of theory: the ωB97M-V functional and the def2-TZVPD basis

E_LUMO in eV: 0.1
2S+1: 1
Orbital gap in eV: 9.578
Total charge: 0
Energy above the lowest of the compared OMol25 structures with the same formula, charge and spin in eV: 1.148

Cartesian coordinates (Å):
N  0.010117  1.064626  0.968271
N  0.516384  -1.034034  -0.452843
S  0.014996  0.599627  -0.490339
Cl  -2.038375  -0.075096  -0.861715
H  -0.360532  2.298488  1.152701
H  0.406171  -1.613087  0.467012
H  1.451239  -1.240524  -0.783086

Forces on the atoms, in the same order (eV/Å):
N -0.9 4.4 1.1
N 0.1 -0.8 2.1
S -0.4 -1.5 0.6
Cl -0.1 0.3 -0.3
H 1.6 -5.0 -1.4
H -0.3 2.0 -2.0
H 0.1 0.7 -0.2

***

[2]
Formula: C60H157N9O23
Source: the OMol25 dataset
Level of theory: the ωB97M-V functional and the def2-TZVPD basis

E_LUMO in eV: 0.5
2S+1: 1
Orbital gap in eV: 9.004
Total charge: 0

Cartesian coordinates (Å):
C  3.104137  -5.396603  0.675858
O  4.010091  -4.768731  1.542998
C  4.898482  -3.826533  1.005254
C  5.679215  -3.283526  2.212277
N  4.762568  -2.405231  2.969203
C  5.224511  -2.146764  4.284709
C  4.025438  -1.642543  5.115320
O  4.301598  -1.693631  6.511012
C  3.255840  -1.189485  7.251180
H  3.640345  -6.065060  0.002249
H  2.560871  -4.635473  0.115813
H  2.356187  -6.002840  1.186883
H  4.366526  -3.038163  0.472730
H  5.565505  -4.327456  0.303645
H  6.550141  -2.783682  1.788329
H  6.025497  -4.183285  2.720824
H  3.891605  -2.890892  3.129358
H  6.100688  -1.498373  4.287212
H  5.639301  -3.032650  4.765605
H  3.097088  -2.151842  4.856721
H  3.782076  -0.604401  4.889189
H  2.279074  -1.405649  6.818404
H  3.285475  -0.102946  7.332729
H  3.405016  -1.673329  8.216457
C  -3.778383  -1.423471  3.754496
O  -4.081834  -1.885511  5.037771
C  -4.696784  -0.905735  5.822202
C  -5.007473  -1.430934  7.264824
N  -3.798469  -1.754395  7.939942
C  -3.003688  -0.622617  8.276115
C  -1.780839  -1.007150  9.121315
O  -0.941846  0.121882  9.402318
C  0.176951  -0.306087  10.192675
H  -3.482048  -2.208509  3.058784
H  -3.089066  -0.586959  3.869373
H  -4.704931  -1.052087  3.316668
H  -5.630439  -0.581784  5.362386
H  -4.049524  -0.032936  5.908003
H  -5.641281  -2.316855  7.303703
H  -5.530622  -0.621773  7.774406
H  -3.309759  -2.422994  7.361808
H  -3.629443  0.120773  8.769976
H  -2.700281  -0.136506  7.348892
H  -1.308533  -1.868321  8.648640
H  -2.129021  -1.423142  10.066725
H  0.765607  0.540382  10.546353
H  0.876545  -0.897586  9.602089
H  -0.138245  -0.930859  11.028380
C  -7.433310  4.755357  2.011383
O  -6.292481  4.019219  1.428406
C  -5.105734  4.865024  1.670221
C  -4.181671  4.652327  0.463124
N  -3.827637  3.243415  0.331349
C  -2.766914  3.038339  -0.651858
C  -3.130350  3.519441  -2.025434
O  -2.170366  3.018113  -2.897547
C  -2.248696  3.670375  -4.171526
H  -7.658617  5.674382  1.470352
H  -7.374578  5.117653  3.037735
H  -8.368877  4.197466  1.971729
H  -4.514720  4.550052  2.530222
H  -5.385090  5.896408  1.885457
H  -3.283944  5.267278  0.399665
H  -4.736461  4.904557  -0.440589
H  -4.609496  2.653319  0.085206
H  -2.559536  1.969860  -0.710560
H  -1.785940  3.439135  -0.396592
H  -3.092801  4.608787  -2.022577
H  -4.129393  3.102459  -2.152480
H  -1.455180  3.248448  -4.788305
H  -1.896839  4.698367  -4.084724
H  -3.164259  3.677691  -4.762956
C  -1.493960  0.309258  -5.670752
O  -0.188448  0.466792  -6.260505
C  0.594885  -0.677409  -6.159869
C  1.911644  -0.437919  -6.850606
N  1.794582  -0.574005  -8.271721
C  3.004256  -0.157782  -9.021718
C  3.211412  1.390437  -9.095098
O  2.042377  1.951235  -9.670890
C  2.089921  3.349219  -9.589645
H  -1.359620  0.486422  -4.603671
H  -1.915467  -0.694438  -5.725748
H  -2.296775  0.937345  -6.056889
H  0.179385  -1.621216  -6.512978
H  0.710055  -0.923225  -5.104210
H  2.674486  -1.099501  -6.440144
H  2.246482  0.544703  -6.518299
H  1.243078  0.098931  -8.784645
H  2.770354  -0.526732  -10.020350
H  3.963791  -0.620423  -8.790704
H  4.107648  1.624040  -9.669794
H  3.323261  1.857235  -8.116478
H  2.998282  3.704240  -10.076399
H  1.986637  3.567084  -8.526644
H  1.201040  3.826126  -10.002636
C  -9.971093  -5.890038  0.858434
O  -8.595979  -6.167561  0.472909
C  -7.929957  -7.148651  1.191454
C  -6.610517  -7.450939  0.482615
N  -5.696477  -6.292410  0.507332
C  -4.441150  -6.612550  -0.219194
C  -3.441770  -5.493452  -0.125137
O  -2.779574  -5.458309  1.173592
C  -1.936601  -4.318139  1.351343
H  -10.358128  -4.959351  0.443570
H  -10.132431  -5.842638  1.935380
H  -10.644675  -6.563955  0.329073
H  -8.596917  -7.994147  1.360016
H  -7.782454  -6.659186  2.154141
H  -6.781801  -7.773955  -0.544237
H  -6.126095  -8.266239  1.019945
H  -5.987706  -5.376858  0.195811
H  -4.693045  -6.844535  -1.254003
H  -3.926283  -7.503971  0.139096
H  -3.884010  -4.550340  -0.446176
H  -2.628023  -5.697641  -0.821000
H  -1.170198  -4.178021  0.589041
H  -1.462992  -4.512187  2.313705
H  -2.514391  -3.394553  1.386804
C  4.277156  0.194231  0.617938
O  5.171191  0.298383  -0.454302
C  5.951650  1.472740  -0.452484
C  5.310473  2.747604  -1.019202
N  4.902650  2.612651  -2.418540
C  3.881525  3.634530  -2.715816
C  3.434294  3.461149  -4.211032
O  2.289668  4.267819  -4.328856
C  1.641655  4.181868  -5.598962
H  3.929125  -0.836217  0.546084
H  3.379840  0.813011  0.623686
H  4.746807  0.326584  1.592628
H  6.848433  1.233068  -1.023829
H  6.322737  1.728003  0.540102
H  5.959348  3.569237  -0.715933
H  4.403984  2.839098  -0.420867
H  4.519219  1.678655  -2.391244
H  4.263416  4.631614  -2.496520
H  3.066357  3.458532  -2.013945
H  3.221016  2.402555  -4.359349
H  4.201039  3.769516  -4.921748
H  1.075039  3.262713  -5.747950
H  2.308083  4.464287  -6.413966
H  0.902618  4.980687  -5.660791
C  -1.131785  -2.783532  -3.208025
O  -2.137470  -1.801519  -3.494338
C  -3.059830  -1.541561  -2.414193
C  -4.235058  -0.587586  -2.806765
N  -5.319089  -1.139275  -3.582536
C  -4.887475  -1.791090  -4.864004
C  -6.034525  -2.384582  -5.654976
O  -6.486332  -3.575863  -5.046240
C  -5.812888  -4.716115  -5.337944
H  -0.445040  -2.774164  -4.054425
H  -1.484055  -3.814654  -3.235901
H  -0.636233  -2.707602  -2.240157
H  -2.575066  -1.069214  -1.559801
H  -3.471652  -2.501242  -2.101918
H  -3.818833  0.342036  -3.194898
H  -4.739622  -0.218337  -1.913917
H  -5.674222  -1.820777  -2.927149
H  -4.067804  -2.505225  -4.784909
H  -4.415279  -0.998505  -5.444466
H  -5.829735  -2.535537  -6.714868
H  -6.821208  -1.632617  -5.716522
H  -5.532532  -4.763186  -6.390217
H  -6.463568  -5.548624  -5.070297
H  -5.026595  -4.827115  -4.591274
C  0.612281  5.658787  -1.949017
O  0.173045  5.394764  -0.589307
C  0.911009  4.365652  0.097339
C  0.749807  4.472118  1.643831
N  1.763219  5.302658  2.355917
C  1.426173  6.756397  2.184933
C  2.566560  7.575801  2.769569
O  2.115978  8.903958  2.943612
C  3.276479  9.774690  2.828467
H  0.993933  4.748245  -2.410934
H  1.488481  6.302653  -1.872845
H  -0.117239  6.075274  -2.643603
H  1.926866  4.424407  -0.293418
H  0.561314  3.385318  -0.226314
H  0.934103  3.444040  1.955566
H  -0.263977  4.638679  2.007971
H  1.627712  5.122143  3.340377
H  0.629073  7.060875  2.863184
H  1.355507  6.963192  1.117065
H  3.446999  7.465867  2.136451
H  2.912706  7.214405  3.737912
H  3.623457  9.757747  1.795308
H  4.118365  9.401153  3.411398
H  3.105671  10.789399  3.188026
C  2.834893  -1.921963  -3.091029
O  1.770756  -1.272083  -2.564809
C  1.775202  0.160093  -2.514677
C  0.563591  0.601066  -1.732904
N  0.718088  0.229032  -0.337812
C  -0.428557  0.513975  0.503151
C  -0.114722  -0.061769  1.950887
O  -0.304532  -1.459941  2.026018
C  0.863484  -2.267381  1.795333
H  2.691228  -3.002224  -3.068986
H  3.718277  -1.635238  -2.520483
H  3.014068  -1.674186  -4.137265
H  1.822765  0.655688  -3.484325
H  2.737955  0.426051  -2.078252
H  -0.303101  0.050669  -2.098994
H  0.330092  1.656619  -1.872082
H  0.966311  -0.738558  -0.188658
H  -1.266687  -0.016548  0.051281
H  -0.530629  1.598235  0.548424
H  -0.786211  0.384634  2.684320
H  0.857720  0.142776  2.398804
H  0.647552  -3.320850  1.973352
H  1.641420  -1.846914  2.432607
H  1.324047  -2.135985  0.816188
O  6.267146  -1.641044  -1.834555
H  7.193272  -1.451051  -1.684796
H  5.822611  -1.292164  -1.061958
O  2.429426  -4.284163  3.678279
H  2.034239  -5.079604  4.035109
H  2.989776  -4.593123  2.966383
C  6.068066  -5.317039  -2.846925
C  6.683556  -4.428489  -3.851808
O  5.859142  -3.249978  -4.041680
H  6.616106  -6.259154  -2.859803
H  5.073862  -5.615641  -3.179306
H  6.025198  -4.884964  -1.847133
H  6.823305  -4.898444  -4.825313
H  7.660770  -4.088280  -3.509167
H  5.966873  -2.609919  -3.334349
C  3.078676  2.229172  3.558301
C  4.357338  2.963118  3.061389
O  4.127525  3.688359  1.855260
H  2.724560  1.613908  2.731171
H  2.351647  2.955716  3.921161
H  3.190138  1.519114  4.377737
H  5.132889  2.221087  2.871619
H  4.653754  3.695515  3.812280
H  3.631694  4.471636  2.104723
C  0.325359  1.609209  6.380473
C  -0.868783  1.530352  5.423538
O  -0.897107  2.691104  4.636126
H  1.267692  1.871570  5.899556
H  0.470995  0.642492  6.862506
H  0.067965  2.319989  7.165741
H  -1.705236  1.526708  6.122431
H  -0.844859  0.594374  4.865453
H  -1.687568  2.753783  4.094991

Forces on the atoms, in the same order (eV/Å):
C 0.1 0.2 -0.9
O -0.7 -0.7 1.0
C 0.6 0.0 0.3
C -1.4 0.1 -1.4
N 0.7 -0.6 -1.0
C 0.1 0.3 1.6
C 0.8 1.0 0.2
O 0.7 -0.8 -1.6
C -0.2 0.1 0.8
H 0.0 0.0 -0.3
H -0.1 0.0 -0.3
H 0.3 0.2 0.5
H -0.1 0.2 0.0
H 0.2 0.0 -0.1
H 0.0 0.5 0.4
H 0.1 0.0 0.6
H -0.1 -0.2 -0.5
H -0.3 0.7 0.0
H -0.3 -0.6 0.3
H 0.1 -0.7 0.1
H 0.3 0.4 -0.4
H -0.2 -0.5 0.1
H 0.2 0.3 0.2
H -0.6 0.4 0.3
C -0.9 0.6 -0.2
O 0.2 -1.2 0.6
C -1.0 -0.3 0.8
C 0.1 0.4 -1.4
N 0.0 -1.2 1.2
C 1.0 0.8 -0.3
C -0.9 0.4 0.3
O 0.3 -1.0 0.0
C 0.0 0.1 -0.5
H 0.6 -0.1 0.6
H 0.4 0.0 -0.6
H -0.2 0.4 -0.2
H -0.2 0.1 -0.2
H 0.1 0.3 -0.1
H -0.2 0.1 -0.5
H 0.0 0.0 0.2
H 0.3 0.0 0.0
H 0.0 -0.1 0.4
H 0.7 0.4 0.0
H 0.8 0.2 -0.4
H -0.2 0.1 0.3
H -0.5 0.2 0.0
H 0.0 -0.2 -0.3
H -0.1 0.1 0.2
C -0.3 -0.3 -0.7
O -0.5 2.5 1.9
C 0.5 -1.0 -0.8
C -1.3 -0.3 -0.8
N 1.5 0.1 0.6
C 0.2 -0.8 0.4
C 0.2 -0.1 1.1
O -0.5 0.1 -1.8
C 1.9 0.1 -0.1
H 0.4 0.1 -0.6
H 0.9 -0.6 0.3
H 0.4 -0.6 -0.2
H -0.4 -0.5 0.4
H -0.1 0.1 -0.6
H 0.1 0.0 0.7
H -0.4 0.6 -0.1
H -0.3 0.3 0.1
H -0.2 -0.2 -0.1
H -0.2 0.5 0.6
H -0.4 0.2 -0.3
H -0.4 0.3 -0.9
H -0.2 -0.5 -0.1
H -0.4 0.4 0.3
H -0.5 -0.5 0.6
C 0.5 -0.4 0.8
O -1.9 0.4 -1.0
C 0.6 -0.9 0.9
C -0.3 0.7 0.8
N 1.9 0.0 -1.4
C 0.2 0.4 -0.5
C -0.7 -1.0 0.2
O 0.0 -0.6 -0.7
C -0.6 -0.1 0.6
H -0.3 0.2 0.2
H 0.5 -0.3 -0.3
H 0.7 0.6 -0.4
H -0.7 0.2 -0.8
H 0.6 0.2 0.5
H -0.1 -0.5 -0.4
H 0.1 0.5 0.0
H -1.7 0.1 1.2
H 0.3 0.3 -0.4
H -0.2 -0.2 0.7
H 0.1 0.1 -0.3
H 0.2 -0.2 0.4
H 0.0 0.4 0.3
H 0.7 0.6 0.2
H 0.0 -0.4 -0.6
C 0.6 -0.3 -0.9
O -2.0 1.7 -1.3
C 0.0 0.6 0.6
C -0.3 1.2 0.4
N 1.6 -1.2 0.4
C -0.7 0.3 0.7
C 1.4 -0.3 0.4
O -0.8 0.5 -1.1
C -0.6 -0.7 0.4
H 1.0 0.5 0.0
H 0.1 -0.4 0.1
H 0.0 -0.8 0.6
H 0.3 -0.6 -0.2
H 0.7 -0.6 0.6
H -0.3 -0.2 -0.2
H 0.1 0.0 0.0
H -0.9 -0.4 -0.1
H 0.3 0.2 -0.5
H -0.4 -0.2 0.5
H -0.1 0.4 0.5
H 0.0 0.0 -0.5
H 0.1 -0.3 -0.3
H 0.1 0.4 0.0
H -0.1 0.1 0.1
C -0.8 -1.0 0.7
O -0.2 0.9 0.0
C 1.2 0.8 -0.7
C -0.7 -1.4 0.9
N 1.2 0.9 0.6
C 0.4 -1.5 -1.0
C 0.0 0.5 1.9
O -0.8 0.0 -1.0
C -0.2 1.0 0.4
H -0.2 0.0 0.4
H 0.1 0.4 -0.6
H 0.4 -0.1 0.0
H 0.0 -0.1 -0.3
H -0.3 -0.2 0.4
H 0.0 0.2 -0.7
H -0.2 0.5 0.4
H -0.5 -0.1 -0.7
H 0.2 0.0 -0.2
H -0.7 0.2 -0.3
H -0.2 -0.2 -0.2
H 0.2 0.0 0.0
H 0.5 -0.4 -0.1
H 0.4 -0.7 -0.1
H -0.2 0.1 0.5
C -0.5 -0.3 -0.6
O 0.0 0.1 0.9
C -0.5 0.2 -0.6
C 1.0 0.2 0.2
N 0.5 -0.9 -1.0
C 0.3 0.8 0.1
C 0.1 0.4 0.3
O -2.1 2.1 0.1
C 0.3 -1.3 0.7
H 0.3 0.5 0.3
H -0.9 -0.2 0.1
H 0.2 0.7 0.0
H 0.5 -0.1 0.1
H -0.2 -0.2 0.3
H 0.2 -0.1 -0.7
H 0.3 -0.3 0.6
H -0.7 -0.5 -0.5
H -0.1 -0.4 0.5
H -0.2 0.3 -0.2
H 0.7 -0.4 -0.1
H -0.5 -0.3 0.6
H 0.4 -0.2 0.0
H -0.3 -0.1 -0.5
H 1.0 -0.1 -0.6
C 1.1 -1.0 1.1
O -0.7 0.3 -0.5
C -0.6 1.2 -0.2
C 1.4 -1.1 -0.4
N -1.2 1.0 -1.0
C 1.6 -0.6 1.3
C 0.1 -0.3 -0.1
O 1.5 1.1 -0.3
C -0.3 -0.6 0.1
H -0.2 -0.2 -0.1
H 0.0 0.4 -0.2
H -0.4 0.1 0.7
H 0.5 0.0 0.8
H -0.3 -0.2 0.0
H 0.2 -0.2 0.2
H -0.3 0.5 -0.5
H 0.1 -0.2 0.3
H -1.0 -0.1 -0.8
H -0.7 0.1 0.3
H 0.1 0.5 -0.4
H -0.2 -0.4 0.3
H -0.1 0.3 -0.2
H 0.0 -0.3 0.3
H -0.6 -0.2 -0.2
C 1.7 -0.1 -0.7
O -3.0 1.0 0.7
C 0.8 -0.6 -0.2
C 0.0 -1.2 0.4
N 0.9 0.9 0.7
C 1.9 -0.8 1.2
C -0.9 0.2 -0.5
O -0.2 -1.1 -0.6
C 0.1 1.4 0.3
H -0.1 0.0 0.3
H 0.6 -0.3 -0.1
H 0.1 0.2 -0.3
H -0.4 -0.4 -0.6
H 0.0 0.4 0.7
H -0.3 0.0 -0.8
H 0.3 0.2 0.2
H 0.1 0.1 -0.8
H -0.9 0.3 0.5
H -0.5 0.0 0.1
H -0.5 0.0 -0.2
H 0.5 0.5 -0.7
H 0.0 0.4 0.2
H 0.2 -0.6 0.6
H -0.4 -0.3 -0.5
O 0.5 -0.7 -0.4
H 0.3 0.1 0.0
H -0.4 0.6 0.2
O -0.6 0.1 0.6
H -0.2 -0.1 0.3
H 0.6 -0.2 -0.6
C -0.4 -1.4 -0.1
C -0.2 2.3 0.0
O 0.1 -0.9 -1.1
H 0.3 -0.1 0.5
H -0.3 0.3 0.1
H 0.0 0.0 -0.1
H -0.2 0.0 0.0
H 0.3 -0.1 0.0
H 0.2 -0.1 0.5
C 0.5 0.2 -0.4
C -0.9 -0.1 0.4
O 0.5 -0.9 0.1
H -0.5 0.3 -0.1
H -0.3 -0.1 -0.4
H 0.7 0.1 0.2
H 0.2 0.2 0.0
H 0.5 -0.3 0.3
H -0.7 0.4 -0.2
C -0.2 -0.1 -0.2
C 0.5 -0.1 1.3
O 0.4 0.5 -0.5
H -0.1 0.2 -0.1
H -0.1 -0.1 0.1
H 0.3 0.1 0.0
H -0.6 -0.3 -0.3
H -0.1 0.0 -0.3
H -0.2 -0.2 0.1

***

The records above give, respectively, HOMO values of -0.34893 -0.31410 Ha.